2 unconnected molecules or ions with the total composition C11H22FNO6S at a distorted geometry. Source: OMol25; level of theory: ωB97M-V/def2-TZVPD.

- structure (SMILES) = COC(=O)N(OC[C@H](C)O)[C@H](C)F.O=S1(=O)CCCC1
- orbital gap (eV) = 10.197
- total charge = 0
- M (g mol⁻¹) = 315.4
- lowest unoccupied orbital energy (eV) = 0.643

XYZ file:
```
42
Properties=species:S:1:pos:R:3:forces:R:3
C 5.50937 2.81310 -0.96071 -0.459 -0.384 -0.214
O 4.92910 1.86998 -0.03071 0.639 -0.464 -1.101
C 3.58731 1.94771 0.07671 0.773 -1.741 -0.801
O 3.08928 2.75773 0.73555 -1.983 3.029 2.490
N 2.79106 1.00520 -0.59177 1.436 0.295 -0.805
O 1.98287 0.27293 0.26916 -0.210 -0.194 0.149
C 0.65820 0.81467 0.32502 -0.061 0.439 -0.481
C -0.01036 0.90835 -1.01817 -0.866 -0.334 -0.232
C -1.29581 1.71581 -0.95311 0.126 0.017 -0.649
O -0.38376 -0.41249 -1.46653 0.407 0.000 -0.281
C 3.47379 0.11810 -1.50513 -0.996 -2.388 0.414
C 4.40874 -0.91524 -0.85803 -0.019 0.909 -0.135
F 4.08838 0.82303 -2.48214 0.509 0.877 -0.423
H 4.72151 3.43171 -1.37177 -0.058 0.406 0.077
H 6.27213 3.40989 -0.48838 0.120 0.096 0.320
H 5.90763 2.24799 -1.79166 0.339 -0.109 -0.080
H 0.66527 1.80313 0.77523 0.252 0.087 0.203
H 0.08711 0.13894 0.94208 -0.058 -0.244 0.271
H 0.61278 1.35954 -1.78506 0.481 0.104 0.195
H -1.18358 2.65755 -0.42715 -0.054 0.042 0.252
H -1.58437 1.94113 -1.97561 -0.074 0.155 -0.189
H -2.08660 1.10039 -0.55743 -0.163 -0.008 0.530
H 0.13929 -0.60064 -2.25248 -0.139 -0.155 0.128
H 2.69091 -0.45237 -1.99874 -0.389 0.079 -0.046
H 5.37691 -0.82608 -1.33137 0.319 -0.093 0.017
H 4.03771 -1.92306 -0.97314 -0.132 -0.170 -0.034
H 4.48949 -0.66351 0.18788 0.246 -0.223 0.345
C -4.45541 -3.09622 1.50145 -0.074 0.084 0.012
C -5.08669 -2.10081 0.51942 0.047 -0.048 -0.015
C -4.91791 -0.69783 1.11586 -0.285 -0.118 -0.280
S -3.44270 -0.76349 2.13903 0.005 -0.229 -0.187
O -3.82399 -0.56404 3.51268 0.090 0.142 0.033
O -2.39831 0.01625 1.52416 0.026 0.129 0.287
C -3.10435 -2.50103 1.88508 -0.076 -0.346 -0.076
H -4.34402 -4.08534 1.05947 0.005 0.003 0.011
H -5.08609 -3.19183 2.38822 0.033 -0.017 0.012
H -4.56773 -2.15780 -0.43963 0.019 0.008 0.020
H -6.13690 -2.32465 0.33670 0.004 0.020 0.000
H -4.78259 0.05975 0.34769 0.071 0.090 0.112
H -5.75463 -0.42893 1.75788 0.087 0.026 0.091
H -2.68381 -2.92616 2.79346 0.045 0.150 0.043
H -2.38929 -2.58139 1.06596 0.019 0.079 0.015
```
Forces are in eV/Å.

***

A molecular structure, C11H22INO4S at a distorted geometry. Source: OMol25; level of theory: ωB97M-V/def2-TZVPD.

- orbital gap (eV) = 4.491
- total charge = 0
- M (g mol⁻¹) = 391.3
- lowest unoccupied orbital energy (eV) = -2.084

XYZ file:
```
40
Properties=species:S:1:pos:R:3:forces:R:3
O -1.91188 -1.39674 2.36110 -0.893 2.895 -0.125
S -2.93849 -0.31432 2.24573 -1.068 -4.337 -0.680
O -4.26361 -0.94095 1.96783 2.169 2.495 1.202
O -2.91126 0.50537 3.71231 0.105 -0.560 -1.905
C -2.57102 0.87983 0.86654 1.366 1.345 0.268
C -1.38120 0.40375 -0.05705 -0.997 -0.387 -0.670
C -1.82583 -0.34710 -1.39080 -0.994 -0.363 0.977
C -1.47771 -1.89612 -1.43405 0.090 0.243 -1.423
C -0.02588 -2.23655 -0.92816 -0.941 0.191 0.523
C 1.14288 -1.22346 -1.17477 -0.642 -2.920 1.253
N 2.23029 -1.90834 -0.85134 -1.129 2.563 -0.854
I 3.94029 -0.78767 -0.99677 0.444 -0.511 0.249
C 2.01329 -3.34382 -0.43674 -0.309 -0.248 -1.857
C 0.68318 -3.60660 -1.30740 -0.184 0.740 0.924
H -1.96383 0.61786 3.94674 -0.543 -0.185 -0.203
H -3.49134 1.17889 0.29162 0.637 -0.843 0.895
H -2.21267 1.82802 1.38767 -0.307 -1.184 -0.538
H -0.65608 -0.16048 0.59139 -0.700 0.512 -0.782
H -0.83514 1.35290 -0.38127 -0.790 -1.030 0.748
H -2.96277 -0.27736 -1.43943 1.356 -0.156 -0.163
H -1.45997 0.21856 -2.30009 -0.084 -0.803 0.989
H -2.23833 -2.48830 -0.85181 0.970 0.619 -0.343
H -1.59690 -2.22602 -2.51938 0.237 0.229 1.246
H -0.13972 -2.28475 0.20454 0.278 0.361 -1.036
H 1.08303 -0.14816 -1.49917 0.277 -1.001 0.574
H 2.87952 -3.94014 -0.83567 -0.739 0.616 0.918
H 1.84845 -3.37741 0.68597 0.233 -0.133 -1.438
H 0.83977 -3.60234 -2.42948 0.301 -0.246 1.352
H 0.12494 -4.54438 -1.00266 0.616 1.289 -0.218
C 1.85624 3.80404 -0.73483 0.475 0.682 0.316
C 1.18583 3.15981 0.49507 1.120 -0.786 -1.111
C 2.24705 2.36875 1.28268 0.331 0.748 0.581
O 0.24406 2.28539 0.06333 0.124 0.763 0.537
H 2.29927 3.05587 -1.40217 -0.148 -0.146 0.144
H 1.13881 4.39173 -1.31475 -0.057 -0.146 0.093
H 2.66227 4.48477 -0.42543 0.012 0.037 -0.111
H 0.88496 4.00126 1.15150 -0.513 -0.096 0.024
H 2.67770 1.58657 0.66480 -0.023 -0.173 -0.249
H 1.81632 1.90575 2.17616 -0.110 0.006 -0.130
H 3.06551 3.02190 1.61824 0.032 -0.081 0.026
```
Forces are in eV/Å.

***

A molecular structure, C11H22MnN6O2S4Sb at a distorted geometry. Source: OMol25; level of theory: ωB97M-V/def2-TZVPD.

- orbital gap (spin up / spin down) (eV) = 4.763 / 5.417
- total charge = -1
- M (g mol⁻¹) = 575.3
- multiplicity = 6
- lowest unoccupied orbital energy (spin up / spin down) (eV) = 1.558 / 1.558

XYZ file:
```
47
Properties=species:S:1:pos:R:3:forces:R:3
Mn -1.05150 0.00143 -1.53114 0.352 0.339 0.246
S -4.76396 -1.70917 -4.82511 0.170 0.034 -0.194
Sb -3.31435 -1.78233 -3.11620 1.262 0.185 0.546
S -3.43924 0.16419 -1.74758 -0.598 -0.151 -0.040
S -0.10153 -1.09747 -3.26958 -0.902 -0.640 -0.529
S -3.21216 -3.67793 -1.83501 -0.022 0.238 -0.168
N -1.05059 -1.84609 -0.08567 -0.203 0.268 0.141
C -0.20440 -1.62118 1.06498 0.071 -0.112 0.051
C -0.68524 -2.40763 2.30820 -0.006 0.012 -0.156
C 0.14635 -2.40911 3.59545 0.074 0.005 0.070
C 1.60829 -2.83293 3.42729 0.046 0.086 -0.099
N 2.32912 -1.74228 2.76990 -1.143 0.284 1.407
C 3.07289 -1.86082 1.73068 0.267 -0.007 -0.555
N 3.32956 -0.76430 1.02084 0.206 0.871 -0.504
N 3.55915 -3.02947 1.31932 0.582 -0.863 -0.277
C 0.02693 -0.10638 1.28373 -0.023 0.145 -0.087
O 0.86052 0.22191 2.19917 -0.103 0.192 -0.016
O -0.53761 0.70596 0.53455 0.276 -0.279 0.193
H -2.04508 -1.88674 0.10149 -0.183 0.061 0.272
H -0.85435 -2.69846 -0.58888 0.168 -0.094 -0.233
H 0.77291 -2.01395 0.77238 0.097 0.002 -0.001
H -0.79567 -3.43917 1.95915 0.012 -0.030 0.061
H -1.69898 -2.07349 2.54158 -0.001 0.066 0.049
H -0.32414 -3.09462 4.30450 0.008 -0.030 -0.030
H 0.14174 -1.42630 4.07205 -0.065 0.020 -0.052
H 1.66621 -3.75347 2.83490 -0.032 0.052 0.004
H 2.06719 -3.02393 4.39865 -0.055 -0.063 0.047
H 1.73707 -0.81012 2.71980 -0.098 -0.320 -0.058
H 2.70306 0.02117 1.20334 0.088 -0.108 -0.105
H 3.64926 -0.86490 0.07328 0.014 0.026 -0.074
H 3.56664 -3.80299 1.95644 -0.048 -0.079 0.016
H 4.24761 -3.05250 0.58912 -0.033 0.005 -0.077
C -2.86190 5.21621 -2.19728 -0.044 0.077 -0.013
C -1.69677 4.28677 -2.15765 -0.118 0.025 -0.041
C -0.33554 4.50826 -2.10995 -0.013 0.137 -0.013
C 0.24538 3.22445 -2.08021 0.206 -0.071 -0.028
N -0.69148 2.29669 -2.11558 -0.272 -0.109 0.321
N -1.86062 2.95547 -2.15195 0.040 -0.146 -0.107
C 1.68353 2.82753 -2.01574 0.044 0.059 0.017
H -2.54477 6.21509 -2.49526 0.017 -0.034 0.006
H -3.33965 5.29235 -1.21829 0.009 -0.013 -0.013
H -3.61414 4.87152 -2.90931 0.034 0.006 0.025
H 0.16202 5.46759 -2.10402 -0.032 -0.113 -0.002
H -2.70044 2.37868 -2.22078 0.017 0.105 0.001
H 2.27228 3.36160 -2.76488 -0.022 -0.015 0.027
H 1.77041 1.75753 -2.20856 -0.023 0.012 0.010
H 2.10598 3.05333 -1.03218 -0.019 -0.035 -0.041
```
Forces are in eV/Å.

***

A gas-phase ion, C11H22N (charge +1) at a distorted geometry. Source: OMol25; level of theory: ωB97M-V/def2-TZVPD.

- structure (SMILES) = CCC(C)=C=C[N+](C)(C)C(C)C
- orbital gap (eV) = 9.929
- energy above the lowest of the compared OMol25 structures with the same formula, charge and spin (kJ/mol) = 436.7
- total charge = +1
- M (g mol⁻¹) = 168.3
- lowest unoccupied orbital energy (eV) = -2.747

XYZ file:
```
34
Properties=species:S:1:pos:R:3:forces:R:3
C 0.95034 0.40344 0.40204 -1.547 -1.762 -0.242
C 2.14409 -0.06807 0.15953 3.232 0.160 -0.555
C 3.50400 0.73865 0.07600 -0.976 1.232 3.733
C -0.34109 0.28248 0.72990 3.134 2.417 1.259
C 2.53651 -1.51579 -0.08850 -0.698 0.291 -1.776
C 4.94917 -0.02030 0.05870 -0.448 -0.525 -0.832
C -3.57872 -0.67089 -0.79987 0.666 1.280 -0.806
C -2.56547 -1.13294 1.37667 -0.885 1.709 0.323
C -0.99201 0.87884 -1.38924 -0.276 1.990 -3.193
C -2.17958 1.92781 0.36281 -1.717 2.236 -1.899
C -2.27777 -0.58064 -0.03921 -0.193 -2.729 1.614
N -1.47194 0.71388 -0.04830 -0.764 -1.058 -1.237
H 3.14589 1.44221 1.02251 2.383 -1.552 -1.414
H 3.64236 1.55336 -0.59924 -0.757 0.165 -1.282
H -0.64845 0.15941 1.72985 0.287 0.054 0.948
H 3.43497 -1.41821 -0.66987 0.307 -0.326 -0.206
H 1.84852 -1.88106 -0.83473 -0.607 -0.901 0.231
H 2.79859 -2.22830 0.68582 -0.663 0.321 0.556
H 5.04809 -0.96100 0.66571 -0.292 1.251 -0.105
H 5.72396 0.71360 0.34988 -0.492 -0.424 0.003
H 5.27463 -0.41049 -1.00682 -1.056 1.134 1.780
H -3.74467 -1.74878 -0.85921 -0.793 0.329 0.174
H -4.34862 -0.02061 -0.32905 0.165 -1.052 -0.189
H -3.45504 -0.31226 -1.82636 -0.145 -0.179 0.002
H -3.51530 -0.84870 1.81452 -0.265 0.688 -0.082
H -1.81136 -0.92947 2.11125 0.107 -0.524 0.259
H -2.70699 -2.15679 1.22951 0.204 -1.805 0.011
H -0.54595 -0.06446 -1.51587 1.124 -0.784 -1.344
H -1.80823 1.03580 -2.19668 1.139 -0.211 1.728
H -0.26806 1.75857 -1.45176 -0.881 -1.427 0.147
H -3.27699 1.84252 0.06417 1.393 -0.164 0.806
H -2.02431 2.09778 1.39900 -0.175 0.254 0.854
H -1.86591 2.87337 -0.27732 -0.032 -2.128 1.511
H -1.57466 -1.45294 -0.30584 -0.481 2.040 -0.774
```
Forces are in eV/Å.